C35H52InOP4S | ωB97M-V with the def2-TZVPD basis set

## Properties
Total charge = +3
Energy relative to the best compared isomer or geometry (same formula, charge and spin) = 2.3181 eV
LUMO level (alpha / beta) = -12.60 / -12.62 eV
Orbital gap (alpha / beta) = 0.128 / 0.127 Eh
HOMO level (alpha / beta) = -16.08 / -16.07 eV

Each line ends with the Löwdin charge.
Element x y z (Å)
H1 1.2429 3.5831 0.4458  0.04
C1 3.8761 -1.5895 -2.3507  -0.25
C2 -1.7871 0.6089 -5.0672  0.00
H2 4.6065 -2.1767 0.5554  0.02
H3 -2.5486 -1.0782 -0.8219  0.07
C3 -3.0217 4.7601 0.4912  -0.04
C4 3.7643 1.5318 2.2291  -0.25
H4 -2.2642 -1.8914 3.3889  0.10
H5 3.0916 -1.3441 2.4462  0.02
H6 4.6267 1.6224 1.5667  0.04
C5 -1.7168 1.2582 5.5774  -0.05
C6 -1.8194 -1.1411 5.3663  -0.05
H7 4.9477 -1.5367 -2.6103  0.07
H8 0.1995 2.5891 2.4091  0.05
H9 0.7133 1.1440 3.2864  0.04
H10 1.2733 -1.0942 -8.0245  0.08
H11 -0.0415 -2.6332 -5.6216  0.04
P1 -2.2141 0.3745 1.6133  0.85
H12 3.4569 -3.5284 0.3159  0.04
H13 -0.8877 -3.1294 0.7019  0.05
H14 -4.2675 2.3317 2.5145  0.12
O1 -0.8826 -0.1258 1.0223  -0.48
H15 2.3399 -2.8334 3.1193  0.09
H16 -0.8850 2.3946 -5.9714  0.15
H17 1.7063 2.6184 3.3883  0.06
C7 0.6234 1.0534 -5.1918  -0.02
C8 -5.7318 -1.7188 1.3340  -0.04
C9 -3.5475 -0.6908 1.0720  -0.28
H18 1.8872 -0.2479 -4.0403  0.10
C10 0.5284 -2.4129 -6.5503  -0.05
H19 3.5855 -2.6167 -2.0887  0.04
H20 4.6856 1.6360 -0.5544  0.04
C11 0.8692 -0.0100 -4.3447  -0.12
H21 -0.9404 2.1620 -0.2567  0.06
H22 2.0741 -3.8873 -0.7397  0.05
H23 5.0138 -0.5320 1.0952  0.03
C12 -1.5376 -0.4112 -4.1557  -0.02
H24 2.1342 -4.5978 0.9089  0.08
H25 -1.2994 4.5363 -0.8180  0.11
H26 2.7040 3.1056 -0.4748  0.03
H27 -6.4078 -2.9442 -0.3089  0.12
C13 -0.7152 1.4497 -5.4320  0.06
C14 -4.4675 -2.0676 -0.6972  -0.06
C15 2.3804 -3.7199 0.2975  -0.21
H28 -2.7823 0.7297 -5.5187  0.15
P2 2.1638 1.5389 1.3378  0.78
H29 1.4707 1.5369 -5.7012  0.15
C16 0.4865 -1.2731 -7.2678  -0.06
H30 3.2403 -1.2765 -3.1867  0.01
C17 -2.0918 0.2587 3.4030  -0.29
H31 -4.6859 4.6841 1.8656  0.13
C18 -1.9502 1.4002 4.2046  -0.08
H32 -4.7948 -0.5046 2.8412  0.12
C19 -1.7536 2.7165 0.2261  -0.10
H33 -0.5606 -2.7313 2.3920  0.04
C20 -1.6534 -0.0051 6.1729  -0.03
H34 -4.3399 -2.5389 -1.6742  0.11
P3 1.4018 -2.3684 0.9967  0.77
H35 5.1399 0.9017 -2.1341  0.07
H36 -0.3388 -0.5440 -7.2654  0.05
H37 -1.5627 2.1608 6.1686  0.12
C21 2.1608 -1.9005 2.5783  -0.19
S1 0.1003 -1.9891 -2.6366  0.87
C22 -2.5627 2.0889 1.1874  -0.28
C23 -5.6186 -2.2934 0.0669  -0.04
H38 -6.6165 -1.9156 1.9349  0.12
H39 -2.0806 2.3864 3.7550  0.10
C24 2.2512 3.1663 0.5175  -0.24
P4 3.6214 -0.5120 -0.9096  0.69
C25 -3.4387 -1.2609 -0.2075  -0.09
H40 1.1283 -3.2211 -6.9967  0.07
H41 1.4453 -1.2911 3.1338  0.06
H42 -3.1783 5.8089 0.2460  0.12
C26 -0.1359 -3.1894 1.4946  -0.21
H43 2.8619 3.8248 1.1470  0.07
C27 -3.8619 4.1339 1.4094  -0.04
C28 4.8902 -1.1742 0.2146  -0.24
H44 -1.7210 -2.1370 5.7967  0.12
C29 -2.0559 -1.0110 3.9966  -0.09
H45 -1.4152 -0.1051 7.2425  0.13
In1 0.8144 -0.3106 -0.4748  0.30
C30 1.0769 2.0115 2.7267  -0.25
H46 0.9540 0.8321 -1.8483  0.02
H47 0.1494 -4.2300 1.6841  0.07
C31 4.3166 1.0861 -1.4311  -0.25
C32 -0.1973 -0.7526 -3.7946  -0.68
C33 -3.6258 2.8060 1.7729  -0.06
C34 -4.6956 -0.9318 1.8453  -0.05
C35 -1.9711 4.0547 -0.1033  -0.06
H48 5.8373 -1.2220 -0.3457  0.08
H49 -2.3573 -0.9801 -3.7100  0.13
H50 3.8698 0.6556 2.8739  0.04
H51 3.7699 2.4060 2.8889  0.07
H52 3.5482 1.6798 -1.9397  0.03

Atoms 1-3, force components in eV/Å:
H 0.1 -0.1 -0.1
C 0.3 0.0 -0.1
C -0.2 -0.6 0.5


C3H3NO | ωB97M-V with the def2-TZVPD basis set

## Properties
Total charge = 0
Energy relative to the best compared isomer or geometry (same formula, charge and spin) = 4.2575 eV
LUMO level (alpha / beta) = -2.13 / -2.13 eV
Orbital gap (alpha / beta) = 0.284 / 0.284 Eh
HOMO level (alpha / beta) = -9.85 / -9.85 eV

Each line ends with the Löwdin charge.
Element x y z (Å)
N1 -1.0033 -0.1236 0.4705  0.08
H1 -0.9576 1.8414 -0.1776  0.13
C1 0.7739 0.8863 -0.8493  0.23
H2 1.6241 1.2873 -0.2755  0.04
C2 -0.4372 0.8681 -0.1270  -0.30
O1 0.0529 -2.0301 1.2663  0.07
C3 -0.2140 -1.2791 0.3686  -0.39
H3 0.1612 -1.4504 -0.6762  0.13

Atoms 1-3, force components in eV/Å:
N 0.1 0.1 -0.1
H 0.1 0.0 0.0
C -0.2 0.0 0.2